33
Properties=species:S:1:pos:R:3 method="wB97M-V/def2-TZVPD" relative_energy_kj_mol=6.87 energy_ev=-16837.811 smiles="CCCCC[C@H](O)CCCC(=O)O"
C -3.164 -2.758 -0.564
C -2.682 -1.926 0.620
C -3.374 -0.565 0.722
C -3.184 0.355 -0.486
C -1.730 0.663 -0.846
H -1.183 -0.262 -1.019
C -1.005 1.489 0.217
C 0.488 1.663 -0.110
H 0.889 2.454 0.533
H 0.585 1.999 -1.144
C 1.304 0.393 0.109
H 0.963 -0.400 -0.557
H 1.170 0.039 1.133
C 2.789 0.635 -0.146
C 3.601 -0.623 0.022
O 3.170 -1.721 0.244
O 4.914 -0.380 -0.111
H 5.422 -1.200 -0.007
H 3.191 1.389 0.534
H 2.951 0.998 -1.163
H -1.088 0.988 1.195
O -1.653 2.747 0.274
H -1.224 3.292 0.941
H -1.721 1.245 -1.770
H -3.688 1.301 -0.280
H -3.665 -0.093 -1.357
H -4.447 -0.729 0.851
H -3.017 -0.061 1.622
H -1.601 -1.791 0.555
H -2.883 -2.477 1.542
H -2.890 -2.291 -1.506
H -4.246 -2.869 -0.535
H -2.716 -3.749 -0.534

35
Properties=species:S:1:pos:R:3 method="wB97M-V/def2-TZVPD" relative_energy_kj_mol=283.05 energy_ev=-26760.279 smiles="C=C[Si](C=C)(OCCOC)OCCOC"
O -2.061 0.131 -2.956
O 0.453 2.867 -0.271
O -1.247 -1.190 0.348
O 0.947 0.178 1.043
C 2.274 -2.263 -0.329
C -0.937 -2.454 3.432
C 1.236 -2.644 0.309
C -0.100 -1.544 2.960
C -1.209 1.176 -3.301
C 1.491 2.397 -1.037
C -1.947 -0.110 -1.554
C 0.444 2.578 1.178
C -0.984 -1.096 -1.057
C 0.130 1.193 1.577
Si 0.235 -1.324 1.144
H 2.460 -1.259 -0.576
H 2.924 -3.025 -0.801
H -1.555 -3.023 2.826
H -0.931 -2.598 4.507
H 0.890 -3.640 0.454
H 0.457 -0.880 3.635
H -1.136 1.229 -4.396
H -1.492 2.090 -2.890
H -0.262 1.031 -2.888
H 1.558 2.944 -1.993
H 1.320 1.310 -1.181
H 2.368 2.450 -0.416
H -1.823 0.838 -0.998
H -2.828 -0.542 -1.165
H -0.274 3.277 1.623
H 1.373 2.878 1.567
H 0.027 -0.765 -1.192
H -1.138 -2.090 -1.568
H 0.223 1.068 2.636
H -0.887 0.814 1.332